Record 1
{
  "formula": "C32H9Cl2F15GeN4O9SW",
  "method": "the ωB97M-V functional and the def2-TZVPD basis",
  "species": ["H", "C", "F", "Ge", "C", "C", "F", "Cl", "F", "F", "O", "C", "C", "H", "C", "F", "O", "H", "H", "C", "F", "C", "C", "C", "F", "C", "F", "F", "C", "H", "F", "H", "C", "O", "C", "C", "W", "N", "H", "N", "C", "C", "O", "C", "H", "C", "C", "H", "C", "Cl", "C", "C", "O", "O", "C", "F", "C", "C", "C", "F", "S", "N", "F", "C", "C", "F", "O", "C", "O", "F", "C", "N", "O", "C"],
  "positions_angstrom": [[1.491673, 2.793649, -2.377183], [3.361562, 1.322793, 0.076119], [-0.295223, -2.412546, 6.496427], [1.021554, 1.253943, 1.898308], [-1.532366, -3.480107, -1.022379], [5.629117, 1.516459, 0.770964], [-1.906963, 6.542518, 2.234854], [-6.794141, 0.067249, -4.242705], [-0.117192, 3.100514, -0.394452], [-1.456542, 5.421676, -0.204249], [-3.006296, -1.718064, -0.996682], [-2.688103, 0.694015, -2.560162], [-0.119160, 3.572388, 3.184598], [-1.845399, -0.343567, -5.714174], [-1.311598, -4.734264, -0.486290], [-2.106001, -0.577716, 5.667815], [1.711994, -1.146407, -1.983106], [-2.124036, -5.296471, -0.046115], [2.020750, -4.995969, -1.077049], [-0.349312, 3.633176, 0.837504], [-1.526521, 1.030983, 3.587437], [1.509947, -0.892666, 3.794797], [-2.834232, 0.197473, -3.860811], [1.028617, -4.564277, -1.069288], [2.674435, -1.052010, 3.155417], [-1.033259, 4.828243, 0.904514], [5.076131, 1.328690, -1.523262], [0.338291, 2.999655, 4.298878], [2.887349, 1.372562, 1.371434], [0.210032, 2.448142, -3.387743], [6.075722, 1.743590, 3.058806], [-4.239216, -0.368178, -5.399626], [1.938434, -2.499192, -2.105687], [-1.450571, 0.871394, -2.070043], [-0.796598, 4.773587, 3.296701], [3.842550, 1.530693, 2.364096], [0.217021, 0.040541, -1.945693], [0.209161, -6.588244, 0.076389], [-5.935853, 1.043158, -1.730276], [-2.896298, -2.932302, -0.954443], [-0.003469, -1.614700, 5.495041], [-0.032473, -5.251260, -0.520181], [-0.709069, -1.567591, -2.218650], [-5.217397, 0.308621, -3.617725], [2.600899, 0.971919, -3.089665], [0.107324, 2.962398, 1.954906], [0.796097, -3.304068, -1.601988], [1.551444, 0.970106, -4.413982], [-5.062809, 0.813206, -2.326356], [-3.578862, 1.608215, -0.202286], [-1.261950, 5.401245, 2.148334], [0.621933, 0.088135, 3.371973], [-0.495366, -0.014106, -4.276385], [-3.806638, -3.718766, -0.934960], [4.696593, 1.382010, -0.248933], [3.441312, 1.636232, 3.628492], [5.199709, 1.596513, 2.088707], [-0.930541, -0.669719, 5.071646], [-0.487678, -2.764967, -1.604605], [2.492937, 1.224654, -0.985076], [0.065796, -0.173209, 0.278989], [1.633111, 0.996097, -3.400643], [6.908237, 1.584425, 0.483614], [-4.112223, 0.009550, -4.393036], [1.221406, -1.734963, 4.850444], [2.088338, -2.654872, 5.236482], [1.328394, -7.030295, -0.029777], [-0.609069, 0.155148, 4.013017], [2.975792, -2.912427, -2.501303], [-0.993709, 5.325555, 4.479019], [-3.800091, 1.013436, -1.796590], [0.910887, 2.054933, -2.764002], [-0.746755, -7.140502, 0.567243], [-1.671572, -0.076064, -4.665404]],
  "atomic_forces_ev_per_a": [[0.061, -0.039, 0.042], [0.021, -0.089, 0.111], [-0.004, -0.007, 0.006], [0.000, -0.001, 0.063], [-0.001, -0.075, 0.077], [0.026, 0.000, -0.035], [0.010, -0.009, -0.001], [-0.002, 0.001, 0.002], [-0.012, 0.125, 0.225], [-0.004, 0.011, 0.035], [0.003, -0.009, 0.302], [0.013, -0.001, -0.050], [0.036, -0.034, -0.002], [0.005, 0.007, -0.002], [-0.020, 0.025, 0.015], [0.002, -0.003, 0.002], [-0.219, -0.009, -0.389], [-0.006, -0.002, 0.005], [0.003, 0.012, 0.006], [0.045, -0.172, -0.315], [-0.004, -0.006, 0.008], [-0.012, 0.015, -0.001], [0.018, -0.025, 0.029], [0.011, -0.052, -0.031], [0.009, 0.013, 0.011], [0.015, -0.044, -0.093], [-0.015, 0.001, 0.022], [-0.013, 0.004, -0.060], [-0.102, 0.076, -0.079], [0.044, 0.033, -0.013], [0.010, 0.001, 0.017], [0.006, -0.001, 0.000], [0.040, -0.089, 0.182], [-0.126, -0.030, -0.024], [0.007, 0.021, 0.053], [0.048, 0.020, -0.052], [0.427, -0.868, -0.653], [-0.115, -0.191, -0.410], [0.000, 0.000, -0.001], [-0.050, 0.065, -0.721], [0.003, 0.013, -0.003], [0.039, 0.059, 0.100], [-0.344, 0.145, 0.569], [0.005, 0.004, -0.002], [0.072, -0.002, -0.053], [0.056, -0.072, 0.063], [-0.020, 0.094, -0.011], [-0.122, -0.095, 0.019], [-0.010, -0.001, -0.002], [-0.017, -0.001, -0.004], [-0.006, 0.003, 0.005], [0.046, -0.037, -0.054], [0.098, -0.044, -0.004], [0.012, -0.039, 0.243], [0.042, -0.011, -0.039], [-0.021, -0.016, 0.048], [-0.039, 0.000, 0.031], [-0.002, -0.017, 0.003], [0.103, -0.059, -0.041], [0.214, 0.279, 0.251], [-0.024, 0.474, -0.146], [-0.107, 0.193, 0.413], [-0.007, 0.000, 0.005], [-0.009, -0.006, -0.015], [0.012, -0.011, -0.003], [-0.007, 0.003, 0.002], [0.050, 0.069, 0.149], [0.010, 0.024, -0.005], [0.005, 0.012, 0.010], [0.002, -0.022, -0.059], [0.044, 0.017, 0.013], [-0.217, 0.302, 0.128], [0.030, 0.062, 0.144], [-0.046, 0.006, -0.037]],
  "mulliken_charge": [0.249, -0.372, -0.252, -0.727, 0.093, 0.681, -0.265, -0.151, -0.042, -0.289, -0.453, -0.526, 1.017, 0.466, -0.505, -0.258, -0.510, 0.668, 0.642, 0.253, -0.319, 0.309, 1.127, -0.803, -0.303, -0.289, -0.286, -0.339, -0.258, 0.284, -0.244, 0.477, 0.066, 0.009, 0.093, 1.391, 1.960, 1.055, 0.498, 0.878, 0.577, -0.483, -0.178, 0.137, 0.201, -0.277, 1.043, 0.283, -0.547, -0.114, 0.743, 0.251, -0.610, -0.568, -0.280, -0.327, 0.052, 0.122, 0.044, 0.583, -0.189, -0.293, -0.258, -1.084, 0.155, -0.261, -0.578, 0.396, -0.516, -0.250, 0.524, -0.385, -0.582, -0.354],
  "charge": 2,
  "homo_lumo_gap_ev": 5.6,
  "total_energy_ev": -192678.7343
}


Record 2
{
  "formula": "C33H16AgF3N8",
  "method": "the ωB97M-V functional and the def2-TZVPD basis",
  "species": ["C", "F", "C", "N", "C", "C", "C", "C", "H", "C", "N", "C", "H", "C", "N", "H", "C", "H", "C", "N", "C", "N", "H", "Ag", "H", "C", "H", "C", "H", "H", "C", "C", "F", "C", "C", "C", "C", "H", "C", "H", "C", "N", "C", "H", "N", "N", "C", "C", "C", "H", "C", "C", "C", "C", "H", "F", "H", "C", "C", "C", "H"],
  "positions_angstrom": [[-0.248685, 3.786530, -1.300065], [0.823903, 2.616352, 2.033986], [4.915160, 2.267537, -0.766052], [0.439031, -1.935035, 0.344931], [0.308067, 5.066376, -1.045393], [-0.060178, -5.663050, 0.097008], [-1.952138, 5.828989, -0.982339], [-1.582678, 3.508392, -1.261834], [7.418542, 0.699101, 0.669734], [-4.839530, -2.589248, 0.845890], [-1.781050, -3.021786, 0.151017], [0.931622, -6.613180, 0.220276], [-7.486104, -0.500215, 0.335022], [2.474413, 1.419194, -0.914933], [-2.030994, -0.691902, -0.471023], [-1.120424, -5.770428, 0.028992], [0.407065, 2.438882, -1.446089], [5.575425, -1.057498, 1.256586], [5.329315, -0.082079, 0.769450], [2.790282, -1.752440, 0.634277], [2.238025, -6.244967, 0.428950], [1.995563, 0.102946, -0.711567], [-4.631846, -3.548916, 1.357540], [-0.077755, 0.062958, 0.997120], [-3.553054, 4.459721, -1.082132], [-3.904726, -1.733094, 0.361481], [4.888553, 3.103144, -1.415808], [-0.377439, 1.878374, 2.021728], [-6.907607, -2.816719, 1.170090], [-5.736688, 1.200698, -0.062668], [3.820506, 1.477238, -0.467058], [6.426471, 0.881098, 0.452742], [-1.226836, 2.744171, 1.375495], [6.137621, 1.949336, -0.349436], [-6.491276, -0.858631, 0.448475], [0.240866, -4.309643, 0.105854], [4.075638, 0.270910, 0.208248], [3.660093, -4.449691, 0.467536], [-6.121487, -2.156475, 0.809414], [-2.595913, 6.714355, -0.838329], [-2.483407, -1.831048, 0.009887], [-2.838249, 1.478949, -0.883744], [1.608203, -3.931510, 0.094405], [-0.197949, 7.037689, -0.581774], [-0.437842, 1.428183, -1.448097], [1.829896, 2.403543, -1.379040], [1.667031, -2.433142, 0.328760], [-0.546292, 6.051625, -0.852677], [-2.447114, 4.588642, -1.099680], [7.071145, 2.336620, -0.791675], [-0.421264, -3.055651, 0.212820], [-5.526389, 0.098049, 0.066152], [-4.243034, -0.387272, -0.052860], [-2.950423, 0.204493, -0.503574], [2.840284, -7.098746, 0.593468], [-0.885676, 2.065647, 3.287132], [1.359956, 5.352178, -0.830861], [2.883356, -0.520327, 0.111248], [2.639481, -4.861141, 0.344103], [-1.731987, 2.035637, -1.217091], [0.640506, -7.643726, 0.115954]],
  "atomic_forces_ev_per_a": [[2.207, -1.038, -0.220], [-0.124, -0.126, 0.231], [-2.418, 0.979, -0.982], [-0.034, -2.714, -0.238], [2.004, -1.850, 0.136], [-1.038, 1.510, -0.183], [1.030, 2.391, 0.875], [-0.296, 0.199, 0.077], [1.870, -0.671, 0.709], [0.251, -1.482, 1.058], [1.729, 1.407, 0.253], [-1.316, 0.521, -0.302], [-1.021, -0.296, 0.502], [-1.931, -3.373, -0.156], [2.721, -0.846, -0.261], [-0.603, -1.194, -0.044], [1.360, -0.216, 0.453], [-0.655, 1.054, -0.415], [1.604, 2.043, -1.163], [0.575, 0.827, -1.306], [0.724, 1.929, -0.564], [0.449, 0.909, 1.003], [0.213, 0.537, -0.787], [-0.083, 0.143, 0.072], [0.924, -0.152, 0.004], [1.812, 1.808, -1.915], [-0.747, 0.761, -0.628], [-0.035, 0.888, 0.121], [-0.012, 0.002, -0.093], [0.054, -1.496, -0.141], [3.148, -0.486, 0.674], [-4.406, -2.685, 0.556], [-0.187, 0.263, -0.933], [3.809, -0.875, 0.468], [1.126, 1.313, -0.833], [3.265, 0.331, -0.037], [2.496, 0.016, 1.672], [-0.633, -0.673, 0.022], [-2.384, 0.357, 0.486], [0.125, -0.661, -0.142], [-0.128, -2.653, 1.219], [-0.184, 0.805, -0.121], [1.239, 0.112, 1.909], [0.005, 0.188, -0.049], [-0.679, 1.650, 0.536], [-2.379, 2.009, -0.604], [-0.838, -0.776, -0.020], [-2.847, 2.015, -0.098], [-2.515, -1.233, -0.351], [-0.785, 0.826, 0.212], [-4.526, 1.837, -0.571], [-0.431, 0.191, 0.339], [1.499, -0.259, 0.441], [-3.152, 0.088, 0.204], [1.427, -0.229, 0.194], [0.506, -0.698, 1.010], [-0.540, -1.176, -0.581], [-1.783, -1.064, -0.782], [-0.905, -0.717, -0.271], [1.310, 0.106, -0.956], [0.133, -0.376, 0.310]],
  "mulliken_charge": [1.018, -0.238, -0.304, 0.135, -0.520, -0.297, -0.525, 0.404, 0.452, -0.241, -0.567, -0.551, 0.382, 0.194, -0.565, 0.450, -0.070, 0.386, -0.428, -0.623, -0.469, -0.649, 0.360, -0.131, 0.335, 0.250, 0.492, 0.376, 0.317, 0.371, 0.090, -0.490, -0.251, -0.606, -0.722, 1.286, 0.600, 0.404, -0.448, 0.304, -0.060, -0.420, -0.513, 0.371, -0.469, -0.476, 0.635, -0.439, -0.560, 0.240, -0.763, 0.080, 0.136, 0.061, 0.356, -0.282, 0.324, 0.325, -0.538, -0.284, 0.364],
  "charge": -2,
  "homo_lumo_gap_ev": [5.0, 4.9],
  "total_energy_ev": -58552.4151
}